Density functional theory data (wB97M-V/def2-TZVPD) for an isolated molecule of C5H8O.

Summary:
- energy relative to the best compared isomer or geometry (same formula, charge and spin) (eV) = 2.213
- net charge = 0
- electronic energy (Ha) = -270.47657
- spin multiplicity = 1
- molecular weight (g mol⁻¹) = 84.118
- SMILES string = CCC#CCO
- HOMO energy (eV) = -9.70

Atoms and positions in Å:
C -2.099 1.121 -0.301
C -1.544 -0.312 -0.257
C -0.093 -0.398 -0.442
C 1.110 -0.477 -0.390
C 2.518 -0.570 0.017
O 2.611 -0.814 1.409
H -2.452 1.396 -1.299
H -2.936 1.225 0.394
H -1.332 1.838 0.001
H -1.718 -0.736 0.739
H -2.075 -0.958 -0.965
H 3.053 0.351 -0.254
H 3.014 -1.410 -0.475
H 1.942 -0.254 1.823

***

Density functional theory data (wB97M-V/def2-TZVPD) for a structure of composition C25H30CoN3O3.

Summary:
- energy relative to the best compared isomer or geometry (same formula, charge and spin) (eV) = 0.040
- net charge = 0
- electronic energy (Ha) = -2743.39817
- spin multiplicity = 1
- molecular weight (g mol⁻¹) = 479.466
- HOMO energy (eV) = -8.19

Atoms and positions in Å:
Co -1.323 0.464 -0.426
C -2.319 4.354 0.143
C -2.684 3.010 -0.454
C -4.179 2.877 -0.688
O -2.236 1.946 0.429
C -1.941 2.772 -1.788
O -2.032 3.610 -2.656
O -1.255 1.669 -1.866
H -2.861 4.513 1.080
H -2.595 5.140 -0.558
H -1.250 4.425 0.339
H -4.728 3.056 0.240
H -4.427 1.880 -1.055
H -4.491 3.610 -1.429
H -2.533 2.051 1.338
C -0.180 -0.926 -2.820
N -0.877 -1.019 -1.537
C -1.418 -2.118 -1.135
C -2.046 -2.088 0.144
C -2.651 -3.007 0.994
C -2.926 -2.308 2.178
C -2.478 -1.003 1.991
N -1.944 -0.865 0.766
C 1.302 -0.730 -2.636
C 2.142 -1.823 -2.456
C 3.498 -1.640 -2.224
C 4.020 -0.355 -2.170
C 3.190 0.741 -2.363
C 1.836 0.553 -2.599
H -0.599 -0.079 -3.362
H -0.376 -1.839 -3.389
H -1.374 -3.016 -1.746
H -2.857 -4.044 0.782
H -3.390 -2.699 3.069
H -2.499 -0.183 2.696
H 1.731 -2.827 -2.493
H 4.145 -2.496 -2.083
H 5.076 -0.208 -1.981
H 3.593 1.744 -2.318
H 1.177 1.404 -2.731
C 1.759 -3.631 2.076
N 1.746 -2.183 2.160
C 1.042 -1.752 3.356
C 1.132 -1.622 0.964
C 1.334 -0.128 0.841
C 2.576 0.359 1.267
C 2.915 1.694 1.182
C 2.001 2.588 0.652
C 0.770 2.129 0.211
C 0.421 0.776 0.295
H 2.234 -4.050 2.964
H 2.331 -3.948 1.202
H 0.743 -4.057 2.000
H 1.541 -2.151 4.240
H -0.010 -2.089 3.364
H 1.052 -0.663 3.421
H 0.072 -1.873 0.933
H 1.606 -2.098 0.100
H 3.271 -0.359 1.685
H 3.885 2.031 1.526
H 2.243 3.641 0.567
H 0.094 2.840 -0.232

***

Density functional theory data (wB97M-V/def2-TZVPD) for a structure of composition C33H37CdGeIN4O2S3 at a distorted geometry.

Summary:
- net charge = +1
- electronic energy (Ha) = -5385.85100
- spin multiplicity = 2
- molecular weight (g mol⁻¹) = 929.812
- HOMO energy (alpha / beta) (eV) = -8.53 / -9.38

Atoms and positions in Å:
Cd 1.101 -0.478 1.278
S -3.155 0.114 3.154
C -2.396 1.660 2.827
C -1.271 1.582 2.110
C -0.948 0.264 1.709
C -1.927 -0.635 2.171
C -1.861 -2.090 2.093
C -2.869 -2.873 2.737
C -2.788 -4.277 2.615
C -1.687 -4.833 1.966
C -0.671 -4.007 1.491
N -0.711 -2.658 1.586
H -2.927 2.534 3.226
H -0.720 2.465 1.798
H -3.771 -2.454 3.170
H -3.526 -4.891 3.203
H -1.582 -5.926 1.887
H 0.252 -4.460 1.127
N 0.438 0.265 5.028
C 1.720 -0.029 4.731
N 2.644 0.409 5.583
S 2.017 -1.148 3.476
H 0.189 0.784 5.843
H -0.322 -0.088 4.436
H 2.373 1.136 6.253
H 3.617 0.245 5.390
N 3.785 -3.725 -0.441
C 3.457 -2.419 -0.139
O 2.266 -2.128 0.091
C 4.583 -1.459 -0.096
I 5.352 -1.064 -2.112
H 2.913 -4.250 -0.638
H 4.492 -3.936 -1.170
H 5.504 -1.795 0.499
H 4.231 -0.508 0.301
O 2.448 1.422 0.808
S 2.419 2.896 0.425
C 3.344 3.872 1.650
C 4.761 4.041 1.047
C 4.669 4.047 -0.476
C 3.644 2.948 -0.855
H 3.352 3.456 2.663
H 2.827 4.819 1.703
H 5.408 3.217 1.445
H 5.261 4.972 1.370
H 5.641 3.861 -0.941
H 4.331 5.007 -0.833
H 4.092 1.944 -0.956
H 3.117 3.208 -1.773
C 1.105 0.195 -2.351
Ge -0.471 0.187 -1.161
C -1.481 1.708 -1.977
C -2.063 2.672 -1.203
C -2.483 3.873 -1.776
C -2.317 4.097 -3.181
C -1.813 3.053 -3.990
C -1.429 1.872 -3.341
C -1.373 -1.332 -2.098
C -0.679 -2.247 -2.888
C -1.358 -3.086 -3.735
C -2.767 -3.050 -3.807
C -3.532 -2.306 -2.870
C -4.968 -2.254 -2.914
C -5.619 -1.527 -1.959
C -4.935 -0.777 -0.975
C -3.543 -0.759 -1.024
C -2.783 -1.457 -1.976
H 0.908 -0.008 -3.447
H 1.862 -0.543 -2.035
H 1.651 1.144 -2.322
H -2.357 2.463 -0.145
H -2.941 4.653 -1.140
H -2.537 5.054 -3.622
H -1.727 3.126 -5.059
H -1.141 0.972 -3.883
H 0.420 -2.334 -2.774
H -0.792 -3.881 -4.297
H -3.299 -3.669 -4.535
H -5.468 -2.728 -3.725
H -6.670 -1.705 -1.839
H -5.463 -0.205 -0.250
H -3.052 -0.239 -0.157

***

Density functional theory data (wB97M-V/def2-TZVPD) for a structure of composition C50H46Cl2IrN7O3S at a distorted geometry.

Summary:
- energy relative to the best compared isomer or geometry (same formula, charge and spin) (eV) = 0.900
- net charge = +1
- electronic energy (Ha) = -3964.50399
- spin multiplicity = 6
- molecular weight (g mol⁻¹) = 1088.154
- HOMO energy (alpha / beta) (eV) = -9.45 / -9.46

Atoms and positions in Å:
Ir -1.527 -0.288 -0.273
C -1.926 5.331 4.076
C -1.665 4.436 2.903
C -0.408 4.354 2.304
C -0.173 3.488 1.262
C -1.183 2.651 0.744
N -0.940 1.868 -0.377
C -0.215 2.470 -1.370
C -0.304 3.879 -1.542
C 0.488 4.570 -2.418
C 1.429 3.901 -3.206
C 2.322 4.646 -4.148
C 1.460 2.515 -3.133
C 0.653 1.788 -2.270
N 0.724 0.389 -2.354
C 1.790 -0.344 -2.762
C 1.350 -1.627 -2.967
C -0.015 -1.595 -2.657
N -0.381 -0.375 -2.282
C -2.430 2.696 1.392
C -2.657 3.583 2.433
N -3.502 1.845 1.023
C -4.797 2.197 0.886
C -5.530 1.037 0.805
C -4.589 0.011 0.909
N -3.359 0.504 1.041
H -1.301 6.222 4.040
H -1.703 4.801 5.005
H -2.971 5.632 4.110
H 0.400 4.977 2.667
H 0.815 3.415 0.830
H -1.044 4.414 -0.965
H 0.375 5.643 -2.502
H 2.549 5.638 -3.763
H 1.828 4.771 -5.114
H 3.252 4.106 -4.315
H 2.116 1.974 -3.801
H 2.778 0.075 -2.849
H 1.928 -2.470 -3.302
H -0.748 -2.384 -2.704
H -3.638 3.603 2.893
H -5.101 3.228 0.829
H -6.594 0.935 0.685
H -4.778 -1.048 0.893
N -2.274 -2.303 0.796
C -2.895 -3.399 0.107
C -2.675 -4.687 0.583
C -3.298 -5.780 0.011
C -4.130 -5.592 -1.081
C -4.318 -4.318 -1.584
C -3.735 -3.192 -0.993
C -4.064 -1.858 -1.567
C -5.368 -1.678 -2.052
C -5.745 -0.518 -2.708
C -4.816 0.487 -2.922
C -3.532 0.336 -2.415
C -3.164 -0.795 -1.693
H -1.468 -2.615 1.347
H -2.930 -1.878 1.444
H -2.016 -4.827 1.433
H -3.143 -6.771 0.416
H -4.631 -6.433 -1.542
H -4.923 -4.190 -2.470
H -6.101 -2.458 -1.896
H -6.756 -0.419 -3.081
H -5.086 1.377 -3.475
H -2.808 1.126 -2.594
Cl 4.751 0.906 -1.467
C 5.404 -0.310 -2.520
C 6.177 0.097 -3.595
C 6.626 -0.825 -4.522
C 6.286 -2.161 -4.386
C 5.529 -2.564 -3.305
Cl 5.109 -4.242 -3.149
C 5.088 -1.664 -2.316
N 4.302 -2.134 -1.277
C 4.417 -1.865 0.096
C 5.568 -1.283 0.629
C 5.705 -1.109 1.992
C 4.699 -1.528 2.852
C 3.563 -2.117 2.329
C 3.393 -2.285 0.958
C 2.129 -2.923 0.446
C 0.896 -2.115 0.894
O 0.338 -2.404 1.968
O 0.524 -1.231 0.067
H 6.408 1.147 -3.708
H 7.227 -0.504 -5.361
H 6.613 -2.892 -5.112
H 3.846 -3.004 -1.495
H 6.379 -1.008 -0.033
H 6.613 -0.674 2.387
H 4.811 -1.406 3.921
H 2.776 -2.461 2.986
H 2.019 -3.929 0.853
H 2.088 -2.948 -0.641
O 1.044 0.487 2.481
S -0.174 -0.171 3.008
C 0.369 -1.117 4.498
C -0.188 -0.433 5.736
C -0.232 1.054 5.404
C -0.957 1.131 4.076
H 1.456 -1.056 4.447
H 0.056 -2.150 4.379
H 0.436 -0.629 6.608
H -1.197 -0.794 5.953
H 0.782 1.442 5.288
H -0.733 1.634 6.182
H -0.829 2.076 3.561
H -2.018 0.884 4.169

***

Density functional theory data (wB97M-V/def2-TZVPD) for a cluster of 2 separate species, C18H32BClN2O4 in total at a distorted geometry.

Summary:
- net charge = 0
- electronic energy (Ha) = -1600.47247
- spin multiplicity = 1
- molecular weight (g mol⁻¹) = 386.729
- HOMO energy (eV) = -6.22

Atoms and positions in Å:
C 1.690 1.117 1.762
O 1.516 0.911 3.164
C 0.510 -0.128 3.308
C -0.858 0.578 3.684
C -1.851 0.791 2.438
C -1.779 2.284 1.903
C -2.892 2.623 0.827
C -2.824 1.757 -0.487
C -1.739 2.257 -1.550
C -0.515 1.253 -1.593
C -0.719 -0.196 -1.759
N 0.304 -1.130 -1.763
N 0.152 -2.492 -1.919
C 0.263 -2.892 -3.358
C -1.083 -2.990 -1.349
C -1.599 -2.682 0.095
O -1.752 -3.740 -2.032
C 1.630 -0.664 -1.639
C 2.844 -1.678 -1.628
B 3.033 -2.141 -0.058
O 4.220 -1.906 0.660
O 1.964 -2.795 0.640
C 1.967 0.755 -1.512
C 0.878 1.751 -1.467
C 1.292 3.252 -1.316
H 2.032 2.164 1.507
H 2.472 0.419 1.319
H 0.751 0.939 1.155
H 0.446 -0.805 2.414
H 0.841 -0.767 4.175
H -1.389 -0.102 4.402
H -0.644 1.596 4.123
H -2.885 0.531 2.804
H -1.590 0.042 1.642
H -1.924 2.941 2.815
H -0.735 2.486 1.540
H -2.932 3.734 0.632
H -3.879 2.377 1.329
H -2.703 0.676 -0.200
H -3.825 1.878 -1.001
H -1.398 3.293 -1.306
H -2.212 2.186 -2.563
H -1.779 -0.522 -1.885
H -0.609 -2.509 -3.951
H 1.198 -2.441 -3.808
H 0.406 -4.002 -3.417
H -0.916 -2.054 0.722
H -1.857 -3.672 0.566
H -2.592 -2.149 -0.022
H 2.697 -2.548 -2.311
H 3.782 -1.100 -1.887
H 3.969 -1.721 1.587
H 1.266 -2.107 0.734
H 3.042 1.069 -1.440
H 0.486 3.904 -0.889
H 2.127 3.265 -0.551
H 1.726 3.635 -2.276
Cl 1.978 -4.534 -1.011

***

Density functional theory data (wB97M-V/def2-TZVPD) for a structure of composition CH4O2S at a distorted geometry.

Summary:
- energy relative to the best compared isomer or geometry (same formula, charge and spin) (eV) = 3.330
- net charge = 0
- electronic energy (Ha) = -589.04554
- spin multiplicity = 1
- molecular weight (g mol⁻¹) = 80.108
- HOMO energy (eV) = -7.95

Atoms and positions in Å:
C 1.350 -0.392 -0.164
O -2.333 1.021 0.411
O -0.301 -0.791 0.532
S -1.647 -0.495 -0.052
H 1.191 0.447 -0.681
H 1.803 -1.326 -0.726
H 1.887 -0.204 0.820
H -1.951 1.740 -0.141